(1)
Below is a molecular structure, C19H15LiN3O6, with properties calculated with ωB97M-V/def2-TZVPD.

total charge: -1
frontier orbital gap: 7.504 eV

Last column: Löwdin charge in e.
Cartesian coordinates (Å):
O  -2.138  1.109  2.794  -0.10
C  1.509  -0.108  3.223  -0.20
C  2.265  0.305  1.944  -0.68
C  -0.619  -0.062  4.154  -0.18
H  -2.822  2.220  -4.648  0.12
C  -0.898  0.658  -1.365  -0.18
C  0.813  -2.026  0.338  -0.10
H  -0.865  -0.850  6.129  0.11
H  3.127  -2.461  -3.192  0.13
H  -3.078  3.773  -3.837  0.11
O  1.616  1.099  1.205  -0.11
H  -0.920  0.718  -3.528  0.12
H  0.505  -0.843  -3.251  0.11
H  -0.672  3.928  -4.063  0.09
C  -1.243  1.183  -2.606  0.05
C  1.398  -2.287  -1.957  -0.19
H  -2.393  2.693  0.691  0.11
C  2.043  -0.709  4.354  -0.02
C  -0.168  -0.658  5.324  -0.01
O  -2.939  0.116  4.665  -0.03
H  1.889  -3.413  -4.939  0.08
C  -2.021  2.332  -2.661  -0.20
C  -2.055  0.431  3.856  -0.66
C  2.167  -2.972  -3.053  -0.21
C  -0.063  -0.559  -1.181  -0.19
O  1.409  -2.938  -4.257  -0.06
H  -3.059  3.804  -1.483  0.11
O  -1.209  3.422  -4.681  -0.06
H  2.156  -3.545  -0.386  0.11
N  0.217  0.172  3.158  0.07
N  -1.311  1.233  -0.236  0.07
C  -2.071  2.315  -0.275  -0.09
C  1.182  -0.981  5.413  -0.07
C  0.594  -1.190  -2.232  0.05
H  0.886  -2.319  1.380  0.12
H  3.097  -0.946  4.399  0.11
H  2.376  -4.003  -2.751  0.12
H  1.568  -1.442  6.316  0.09
C  1.514  -2.712  -0.644  0.00
Li  -0.387  0.855  1.521  0.60
C  -2.446  2.912  -1.472  -0.01
O  3.375  -0.217  1.748  -0.03
N  0.036  -0.991  0.075  0.11
C  -2.362  2.957  -3.989  -0.22

(2)
Below is a molecular structure, C19H15N5PtS3, with properties calculated with ωB97M-V/def2-TZVPD.

spin multiplicity: 5
total charge: +2
frontier orbital gap (spin up / spin down): 3.822 / 4.606 eV

Last column: Mulliken spin population.
Cartesian coordinates (Å):
H  3.319  2.664  -2.057  0.00
H  -4.286  -0.890  -3.716  0.00
H  3.124  1.096  4.757  0.00
N  2.721  1.853  -2.038  0.00
H  1.077  -0.687  -3.175  0.01
C  2.155  1.321  -0.943  -0.01
H  -0.813  2.947  2.952  0.00
C  0.788  0.681  2.341  0.07
H  2.828  -1.837  1.654  0.00
C  2.456  -0.972  2.184  0.03
H  1.034  2.113  3.923  0.01
N  1.310  -0.433  1.730  0.12
N  -0.890  0.466  0.704  0.22
H  -3.594  2.197  -0.231  -0.01
C  0.017  -4.013  0.646  -0.17
H  4.056  -0.915  3.581  0.00
C  -2.709  1.913  0.319  -0.07
C  -1.465  -2.026  -2.276  0.02
C  -2.246  -0.133  -1.125  0.03
C  -3.321  -0.037  -2.009  0.03
C  1.562  0.110  -2.639  -0.01
H  -4.039  0.761  -1.894  0.00
C  -0.421  1.209  1.751  0.12
C  -3.454  -0.955  -3.027  0.02
S  -0.316  -5.623  0.318  0.97
S  1.256  -3.205  -0.218  0.31
H  -0.700  -2.787  -2.354  0.00
C  -1.134  2.338  2.120  -0.07
N  1.446  0.262  -1.279  0.18
C  2.612  0.673  3.903  0.02
C  -2.281  2.679  1.407  0.16
S  -0.907  -3.114  1.780  1.02
C  3.135  -0.452  3.258  0.05
C  2.360  1.100  -3.124  0.01
C  -2.506  -1.970  -3.170  0.04
H  2.689  1.320  -4.125  0.00
Pt  0.161  -1.104  0.153  0.58
C  1.445  1.237  3.442  0.05
H  -2.570  -2.698  -3.965  0.00
N  -1.332  -1.142  -1.273  0.10
H  2.274  1.715  0.053  0.00
H  -2.849  3.551  1.697  0.00
C  -1.990  0.789  -0.037  0.14

(3)
Below is a molecular structure, C19H16BrN5PtS, with properties calculated with ωB97M-V/def2-TZVPD.

relative energy (zero: lowest compared OMol25 entry of this formula, charge and spin): 193.7 kJ/mol
total charge: +2
frontier orbital gap: 5.655 eV

Last column: Löwdin charge in e.
Cartesian coordinates (Å):
C  -3.660  1.432  -1.513  0.04
C  1.892  0.909  0.605  -0.55
H  2.055  0.345  -6.516  0.12
H  -4.674  1.141  -3.395  0.14
C  -2.346  1.582  0.630  -0.20
C  2.173  -1.443  -3.613  -0.14
C  2.537  -2.949  -1.762  -0.03
C  1.431  -0.837  -1.366  -0.30
C  -2.961  -0.125  -3.186  0.02
S  0.347  -0.878  1.909  0.84
N  2.821  1.377  1.100  0.10
H  -3.475  1.840  2.418  0.11
H  0.956  -0.222  4.506  0.14
C  -2.572  1.072  -0.755  -0.22
H  3.080  -3.394  -3.771  0.13
C  -1.862  -0.421  -2.383  -0.08
C  2.624  -2.682  -3.094  0.00
C  -3.847  0.840  -2.766  0.02
C  1.418  1.082  -4.588  -0.09
H  1.943  -2.221  0.175  0.07
H  -3.083  -0.630  -4.134  0.13
C  1.270  0.755  -3.280  -0.54
Br  0.618  2.092  -2.073  1.01
H  2.698  -1.872  -5.659  0.13
N  0.306  0.475  4.172  0.19
N  -0.893  1.411  2.437  0.05
C  -0.098  0.447  2.924  -0.69
C  2.301  -1.120  -4.990  0.01
H  0.019  1.188  4.828  0.15
N  -1.657  0.181  -1.219  -0.08
H  2.922  -3.876  -1.360  0.12
C  -3.402  2.277  1.420  0.03
H  -1.122  -1.150  -2.689  0.13
H  -4.355  2.175  -1.150  0.13
Pt  0.228  0.271  -0.159  1.08
H  1.165  2.069  -4.951  0.12
C  1.937  0.104  -5.469  -0.03
H  -4.379  2.187  0.957  0.09
C  1.958  -2.000  -0.885  -0.10
C  1.603  -0.494  -2.730  -0.24
N  -1.204  1.268  1.111  -0.11
H  -1.248  2.181  2.989  0.18
H  -3.170  3.341  1.521  0.12

(4)
Below is a molecular structure, C19H16Cl2FeO3Zn, with properties calculated with ωB97M-V/def2-TZVPD.

relative energy (zero: lowest compared OMol25 entry of this formula, charge and spin): 101.1 kJ/mol
total charge: -2
frontier orbital gap: 1.437 eV

Last column: Löwdin charge in e.
Cartesian coordinates (Å):
H  -3.992  1.116  -1.120  0.09
C  4.059  -2.121  0.551  -0.13
H  2.642  1.037  3.112  0.09
C  0.430  0.405  0.546  -0.21
O  -4.259  -1.679  -3.748  -0.01
H  1.060  2.293  -0.102  0.13
H  -0.473  -0.230  0.428  0.13
H  3.148  -3.405  -0.927  0.09
C  1.658  -0.608  0.341  -0.08
O  -2.411  -2.298  -0.299  0.02
H  0.998  -2.130  -1.028  0.10
H  0.031  1.439  2.509  0.10
C  -2.906  1.340  -1.152  -0.25
C  -1.044  2.540  0.126  -0.15
Zn  0.736  -2.152  6.244  -0.10
H  -3.087  2.297  0.753  0.10
Cl  1.057  -0.377  7.349  -0.20
C  3.013  -2.524  -0.296  -0.10
C  1.807  -1.787  -0.392  -0.01
H  -0.854  2.968  1.102  0.08
C  -0.938  1.461  -2.627  -0.25
C  2.642  -0.318  1.312  -0.20
C  0.757  0.852  1.953  -0.04
Fe  -2.274  -0.239  -2.379  0.03
C  0.067  1.268  -1.707  -0.14
H  -0.680  1.427  -3.705  0.10
C  2.070  0.615  2.279  -0.04
H  5.005  -2.674  0.560  0.09
Cl  0.312  -3.996  5.282  -0.19
C  -3.635  -0.864  -3.194  -0.28
O  -0.292  -1.934  -3.628  0.03
C  -2.327  1.832  -2.362  -0.24
C  -1.099  -1.181  -3.267  -0.23
H  0.946  0.720  -2.062  0.09
H  4.629  -0.719  2.106  0.09
C  -2.354  -1.380  -1.023  -0.20
H  -2.127  0.850  0.809  0.09
H  -2.852  2.428  -3.121  0.08
C  -2.319  1.733  0.197  -0.22
C  0.188  1.627  -0.265  -0.31
H  -1.196  3.389  -0.542  0.11
C  3.865  -1.019  1.386  -0.07

(5)
Below is a molecular structure, C19H16Cl5FeN3O7P2, with properties calculated with ωB97M-V/def2-TZVPD.

spin multiplicity: 5
relative energy (zero: lowest compared OMol25 entry of this formula, charge and spin): 0.0 kJ/mol
total charge: 0
frontier orbital gap (spin up / spin down): 5.174 / 7.645 eV

Last column: Mulliken spin population.
Cartesian coordinates (Å):
C  1.170  1.911  2.438  0.01
H  1.311  3.768  3.073  0.00
O  1.581  2.894  3.384  0.00
O  1.119  1.575  -0.322  0.04
C  -1.827  1.801  -3.856  -0.02
H  1.164  -3.237  1.623  0.01
Fe  -0.642  0.418  -0.304  3.13
H  2.183  -0.308  -1.311  0.01
C  1.921  -2.704  1.070  0.11
H  1.828  0.531  3.907  0.00
O  -1.104  3.188  1.860  0.00
C  -1.520  0.928  -4.897  0.02
C  -4.652  -1.343  -0.101  0.10
C  2.495  -1.040  -0.579  0.10
H  1.222  -0.255  2.442  0.00
C  -1.987  -1.984  0.170  -0.05
O  3.205  2.585  0.729  0.00
N  0.179  -1.414  -0.070  0.30
N  -2.351  -0.815  -0.403  0.14
H  3.566  -3.706  1.989  0.00
P  -0.674  1.849  2.376  0.01
C  -2.972  -2.900  0.603  0.06
Cl  -1.739  2.451  -1.189  0.02
C  3.267  -2.957  1.267  -0.04
O  -1.060  0.599  1.599  0.01
H  2.826  0.494  2.447  0.00
Cl  -2.711  3.249  -4.115  0.00
H  0.166  3.944  0.998  0.00
H  -2.642  -3.831  1.038  0.00
C  1.525  -1.731  0.148  -0.09
Cl  0.421  -2.047  -3.061  0.00
O  1.120  3.949  0.692  0.00
P  1.633  2.466  0.768  0.01
Cl  -0.449  -1.311  -5.929  0.00
H  4.582  -0.777  -0.956  0.00
C  -0.813  -0.246  -4.631  -0.02
C  3.838  -1.306  -0.374  -0.05
C  -0.410  -0.561  -3.328  0.00
H  5.283  -2.465  0.713  0.01
C  -0.682  0.308  -2.286  -0.21
C  -3.648  -0.506  -0.513  -0.01
H  -5.056  -3.263  0.806  0.00
H  -3.870  0.450  -0.971  0.01
H  -1.208  2.389  4.381  0.00
C  -4.292  -2.575  0.471  -0.01
O  -1.142  1.577  3.870  0.00
C  -1.386  1.451  -2.592  0.01
C  4.234  -2.260  0.554  0.08
H  -5.685  -1.053  -0.219  0.01
C  1.806  0.582  2.819  0.00
N  -0.687  -2.312  0.348  0.33
H  3.584  2.241  -0.086  0.00
Cl  -2.021  1.305  -6.495  0.00

Number 1: largest force on an atom 0.0089 Eh/bohr. Number 2: largest force on an atom 0.0233 Eh/bohr. Number 3: largest force on an atom 0.0383 Eh/bohr. Number 4: largest force on an atom 0.0817 Eh/bohr. Number 5: largest force on an atom 0.0252 Eh/bohr.